This record from the Open Molecules 2025 dataset describes 11 unconnected molecules or ions with the total composition C75H177N11O19 at a distorted geometry. The level of theory is ωB97M-V/def2-TZVPD.

Geometry as XYZ:
```
282
Properties=species:S:1:pos:R:3:mulliken_charge:R:1
C -3.273 -4.998 -4.596 -1.2960
C -2.171 -4.977 -5.674 1.6408
C -2.562 -4.072 -6.839 -1.3561
C -2.244 -2.549 -6.682 -0.2014
C -0.798 -2.315 -6.359 -1.7455
C -0.375 -3.129 -5.139 3.4032
N -0.845 -4.605 -5.178 0.5911
O -0.301 -5.543 -4.302 -0.3334
C 1.129 -3.088 -4.970 -2.1572
C -0.893 -2.475 -3.909 -1.8866
C -2.008 -6.366 -6.394 -2.0823
H -2.895 -5.525 -3.720 0.3272
H -4.220 -5.428 -4.922 0.4432
H -3.267 -3.974 -4.221 -0.1232
H -2.151 -4.434 -7.782 0.2115
H -3.611 -3.881 -7.064 0.5343
H -2.930 -2.152 -5.933 -0.2842
H -2.553 -1.960 -7.546 0.4719
H -0.607 -1.250 -6.225 0.4505
H -0.293 -2.718 -7.236 0.4174
H 1.580 -3.834 -5.623 0.7278
H 1.492 -2.234 -5.542 0.0641
H 1.544 -3.187 -3.967 -0.0212
H -0.573 -1.471 -3.629 0.3755
H -1.975 -2.486 -3.774 -0.3074
H -0.488 -3.096 -3.111 0.3430
H -1.112 -6.357 -7.015 0.4433
H -2.870 -6.699 -6.973 0.4001
H -1.848 -7.167 -5.673 0.4158
H 0.255 -5.949 -4.971 0.3449
C -0.156 2.959 -1.427 -2.5690
C -0.239 1.823 -0.398 3.3029
C -1.082 0.767 -1.045 -1.6378
C -0.897 -0.594 -0.391 -0.2372
C 0.620 -0.970 -0.380 -1.1431
C 1.662 0.075 0.145 2.4648
N 1.187 1.388 -0.240 0.4750
O 1.926 2.397 0.145 -0.0935
C 1.781 0.049 1.655 -0.2247
C 3.056 -0.190 -0.509 -2.5535
C -1.074 2.258 0.845 -2.0637
H 0.290 3.914 -1.153 0.2090
H -1.117 3.038 -1.936 0.0268
H 0.492 2.613 -2.233 0.9848
H -2.087 1.139 -0.847 -0.1745
H -0.950 0.651 -2.121 0.1933
H -1.444 -1.344 -0.962 0.6157
H -1.269 -0.623 0.633 0.0402
H 0.948 -1.546 -1.245 -0.0328
H 0.601 -1.665 0.459 0.2361
H 1.023 0.608 2.203 -0.3445
H 1.627 -1.002 1.903 -0.4128
H 2.813 0.224 1.960 0.1348
H 2.919 -0.152 -1.590 0.5821
H 3.784 0.597 -0.311 0.2494
H 3.586 -1.096 -0.214 0.4262
H -1.917 2.889 0.563 0.1562
H -0.525 2.881 1.551 0.4907
H -1.438 1.391 1.396 0.3251
H 2.366 2.814 -0.600 0.1915
C -3.016 4.324 3.748 -1.1753
C -3.080 5.789 3.234 1.1591
C -1.565 6.203 3.233 -0.9423
C -1.291 7.444 2.425 -1.0088
C -1.775 7.242 0.996 -1.1610
C -3.259 6.880 0.868 1.6923
N -3.639 5.772 1.806 1.2640
O -4.883 5.157 1.698 -0.3413
C -4.164 8.051 1.016 -1.8990
C -3.378 6.336 -0.582 -1.9710
C -4.028 6.633 4.087 -1.6989
H -2.554 4.276 4.735 0.2518
H -2.432 3.732 3.044 -0.0543
H -3.996 3.874 3.909 0.5123
H -1.202 6.409 4.240 0.6155
H -0.947 5.466 2.718 0.1118
H -0.246 7.756 2.410 0.4389
H -1.898 8.080 3.070 0.3397
H -1.037 6.588 0.531 0.4201
H -1.723 8.252 0.591 0.5516
H -3.830 8.668 0.182 0.4868
H -5.178 7.680 0.862 0.4413
H -4.205 8.719 1.877 0.2764
H -3.023 7.012 -1.360 0.5186
H -2.762 5.436 -0.576 0.1249
H -4.405 6.066 -0.829 0.5227
H -3.902 6.276 5.110 0.6138
H -5.068 6.545 3.772 0.2859
H -3.629 7.632 4.260 0.3254
H -4.753 4.647 0.895 0.3629
C -5.649 -1.627 -3.572 -0.5078
O -4.960 -0.433 -3.994 -0.4703
C -4.271 0.155 -2.827 -0.1424
C -4.638 1.717 -2.864 -0.8562
N -3.721 2.439 -3.760 0.2308
C -3.718 3.936 -3.769 0.0335
C -5.111 4.580 -3.996 -0.7349
O -5.148 5.910 -3.490 -0.3057
C -6.426 6.514 -3.418 -0.8732
H -6.502 -1.336 -2.959 0.3982
H -4.976 -2.349 -3.108 -0.0544
H -6.072 -2.150 -4.430 0.3570
H -3.226 -0.128 -2.949 0.1203
H -4.650 -0.270 -1.898 0.3129
H -4.532 2.168 -1.878 0.3117
H -5.704 1.721 -3.096 0.4410
H -3.215 1.899 -4.448 0.1156
H -3.202 4.342 -4.640 0.2346
H -3.212 4.299 -2.875 -0.3375
H -5.884 3.962 -3.540 0.5597
H -5.217 4.471 -5.075 0.3343
H -7.099 6.177 -4.207 0.3818
H -6.375 7.573 -3.673 0.3075
H -6.976 6.357 -2.491 0.2968
C -3.660 5.583 9.982 -0.7993
O -2.966 4.638 10.784 -0.4030
C -1.506 4.722 10.655 -0.6631
C -0.952 4.046 9.414 -0.3037
N 0.382 4.374 8.944 -0.4705
C 0.879 3.342 7.981 -0.6450
C 0.092 3.174 6.643 -0.2259
O 0.382 1.969 5.990 -0.4888
C 0.363 2.021 4.583 -0.3272
H -3.139 6.201 9.251 0.3256
H -4.106 6.289 10.683 0.3186
H -4.528 5.160 9.477 0.2801
H -1.142 4.324 11.603 0.3688
H -1.303 5.793 10.670 0.3963
H -1.629 4.246 8.584 0.1845
H -1.141 2.973 9.457 0.3407
H 0.849 4.251 9.831 0.2697
H 0.804 2.389 8.506 0.5148
H 1.930 3.553 7.780 0.1373
H 0.213 3.983 5.922 0.2768
H -0.987 3.257 6.770 0.2225
H 0.432 0.995 4.223 0.1954
H 1.127 2.656 4.132 0.3305
H -0.601 2.439 4.292 0.2579
C 7.384 2.911 7.378 -0.8485
O 6.165 2.256 7.389 -0.2655
C 5.074 3.030 6.838 -0.9389
C 5.185 3.263 5.329 0.0944
N 5.014 2.034 4.558 0.1940
C 5.060 2.309 3.078 -1.4129
C 4.126 3.320 2.485 0.5387
O 4.435 4.671 2.786 -0.4502
C 3.296 5.651 2.706 -0.5695
H 8.113 2.552 8.105 0.2595
H 7.306 3.993 7.485 0.3498
H 7.774 2.715 6.379 0.3016
H 5.059 3.974 7.384 0.5409
H 4.101 2.587 7.053 0.0085
H 6.006 3.941 5.097 0.4234
H 4.377 3.980 5.185 -0.1201
H 4.482 1.289 4.985 0.0598
H 4.880 1.384 2.529 0.5471
H 6.002 2.843 2.960 0.3930
H 3.123 3.071 2.831 -0.0600
H 4.232 3.295 1.400 0.2327
H 2.654 5.354 1.877 0.1258
H 3.552 6.681 2.454 0.3818
H 2.630 5.512 3.557 0.2609
C 5.816 1.376 -3.335 -0.9209
O 4.484 0.858 -3.777 0.0796
C 4.413 0.659 -5.196 -0.4629
C 4.035 -0.849 -5.469 0.0399
N 5.157 -1.706 -5.223 -0.3232
C 5.025 -2.985 -5.825 -0.2931
C 5.662 -4.042 -4.774 -0.7161
O 5.476 -3.731 -3.352 -0.1984
C 6.367 -4.469 -2.497 -0.8895
H 5.972 2.288 -3.912 0.3272
H 6.589 0.684 -3.669 0.3601
H 5.800 1.518 -2.255 0.1485
H 5.326 1.039 -5.656 0.6452
H 3.585 1.281 -5.535 -0.3461
H 3.721 -0.725 -6.506 0.4126
H 3.137 -1.155 -4.933 -0.2235
H 5.282 -1.864 -4.233 0.3397
H 5.478 -3.104 -6.809 0.3564
H 4.063 -3.424 -6.087 -0.0816
H 6.696 -4.115 -5.110 0.4134
H 5.239 -5.037 -4.909 0.4357
H 6.179 -5.541 -2.561 0.3540
H 5.918 -4.307 -1.516 0.2310
H 7.425 -4.217 -2.438 0.3207
C -3.992 -1.202 1.265 -0.9163
O -4.847 -1.839 0.204 -0.1301
C -4.947 -3.231 0.462 -0.5702
C -5.824 -3.870 -0.538 -0.8340
N -7.129 -3.297 -0.557 -0.3555
C -7.833 -3.447 0.720 -0.6017
C -8.047 -4.897 1.155 -0.8044
O -6.845 -5.257 2.039 -0.2484
C -6.762 -6.575 2.375 -0.7819
H -4.491 -1.211 2.235 0.4676
H -3.737 -0.163 1.057 0.1050
H -3.076 -1.762 1.450 0.4212
H -5.221 -3.399 1.503 0.6070
H -3.958 -3.687 0.429 0.4532
H -5.947 -4.953 -0.519 0.4670
H -5.471 -3.648 -1.545 -0.0056
H -6.840 -2.340 -0.696 0.2372
H -8.726 -2.960 0.328 0.4816
H -7.332 -2.773 1.415 0.4041
H -8.137 -5.568 0.301 0.4137
H -9.009 -4.694 1.626 0.3866
H -5.857 -6.800 2.940 0.2329
H -6.855 -7.138 1.446 0.3370
H -7.631 -6.884 2.955 0.2874
C 2.684 -4.594 -1.221 -0.6795
O 3.387 -5.573 -0.449 -0.3954
C 2.704 -6.804 -0.447 -0.4401
C 2.469 -7.468 -1.927 -0.4037
N 1.908 -8.860 -2.015 -0.2769
C 2.727 -9.973 -1.512 -0.4858
C 1.764 -11.190 -1.590 -0.5165
O 2.562 -12.455 -1.645 -0.2898
C 1.878 -13.632 -1.790 -0.7797
H 3.248 -3.670 -1.345 0.1710
H 1.791 -4.406 -0.625 0.3625
H 2.315 -4.862 -2.212 0.3324
H 1.760 -6.553 0.037 0.3653
H 3.127 -7.533 0.244 0.3532
H 3.363 -7.449 -2.550 0.3190
H 1.692 -6.919 -2.459 -0.0312
H 1.086 -8.773 -1.434 0.2792
H 3.264 -9.862 -0.571 0.2665
H 3.560 -9.968 -2.215 0.2840
H 1.144 -11.110 -2.484 0.3900
H 1.069 -11.222 -0.751 0.3123
H 1.202 -13.937 -0.992 0.3143
H 2.624 -14.427 -1.818 0.2690
H 1.151 -13.719 -2.597 0.3097
C 5.742 -1.313 6.097 -0.3515
O 5.764 -2.030 7.333 -0.4451
C 5.150 -1.272 8.371 -0.5572
C 3.623 -0.956 8.120 -0.3727
N 3.137 -2.291 7.782 -0.2693
C 1.828 -2.503 7.350 -0.3095
C 1.868 -3.542 6.168 -0.9096
O 1.684 -2.632 5.046 -0.0651
C 1.727 -3.406 3.875 -0.4155
H 6.208 -1.938 5.334 0.3782
H 6.431 -0.475 6.198 0.1983
H 4.819 -0.836 5.768 -0.0169
H 5.542 -0.277 8.584 0.2993
H 5.343 -1.929 9.219 0.3329
H 3.475 -0.207 7.343 0.0930
H 3.210 -0.533 9.035 0.4033
H 3.780 -2.749 7.153 0.2784
H 1.532 -1.556 6.899 0.1219
H 1.289 -2.832 8.238 0.3165
H 1.020 -4.205 6.341 0.4723
H 2.770 -4.144 6.273 0.4707
H 1.641 -2.832 2.953 -0.3040
H 0.838 -4.037 3.898 0.3393
H 2.677 -3.920 3.729 0.3328
C -0.056 -0.282 -9.302 -0.7989
O -0.850 0.462 -8.389 -0.2195
C -0.380 1.843 -8.254 -0.6770
C -1.021 2.502 -6.906 0.1468
N -0.049 3.399 -6.350 -0.3601
C 1.446 3.051 -6.128 -0.7292
C 2.417 4.021 -5.511 -0.9419
O 2.157 4.123 -4.143 -0.0020
C 2.954 5.122 -3.459 -1.0140
H -0.696 -1.109 -9.609 0.2752
H 0.865 -0.617 -8.824 0.2278
H 0.294 0.125 -10.250 0.3939
H -0.662 2.560 -9.025 0.2876
H 0.706 1.766 -8.200 0.3367
H -1.338 1.734 -6.202 -0.1961
H -1.903 3.118 -7.082 0.3400
H -0.514 3.476 -5.456 0.2165
H 1.804 2.820 -7.132 0.4321
H 1.542 2.111 -5.584 0.4282
H 2.259 5.020 -5.917 0.5261
H 3.473 3.781 -5.635 0.4332
H 2.441 5.752 -2.732 0.2545
H 3.370 5.882 -4.121 0.4396
H 3.740 4.632 -2.884 0.3030
```

Computed properties:
Orbital gap (alpha / beta) = 6.730 / 2.992 eV
Energy above the lowest of the compared OMol25 structures with the same formula, charge and spin = 5.6722 eV
Highest occupied orbital energy (alpha / beta) = -9.26 / -9.26 eV
LUMO level (alpha / beta) = -2.5 / -6.3 eV
Expectation value of S² = 0.754
Charge = +1
2S+1 = 2